DFT (the ωB97M-V functional and the def2-TZVPD basis) results for 2 unconnected molecules or ions with the total composition C2H4N2O2 in a non-equilibrium geometry.

* HOMO energy: -0.3618 Eh
* M: 88.1 g/mol
* Kohn-Sham gap: 0.3847 Eh
* LUMO: 0.62 eV

The geometry in XYZ format:
```
10
Properties=species:S:1:pos:R:3:lowdin_charge:R:1
O 1.370 -0.739 0.939 -0.006
O -1.165 -2.136 1.584 0.026
N -0.907 0.099 -0.703 -0.002
N 0.434 0.490 -0.793 -0.065
C 1.318 0.245 0.244 -0.354
C -0.989 -1.015 1.685 -0.030
H 2.022 1.089 0.383 0.127
H 0.612 1.359 -1.276 0.119
H -1.470 0.917 -0.490 0.093
H -1.226 -0.310 -1.572 0.091
```

DFT (the ωB97M-V functional and the def2-TZVPD basis) results for a molecular structure, C18H26AsClFMgN2O5.

* HOMO energy: -0.1821 Eh
* M: 504.1 g/mol
* Kohn-Sham gap: 0.2861 Eh
* charge: -1
* LUMO: 2.83 eV

The geometry in XYZ format:
```
55
Properties=species:S:1:pos:R:3:lowdin_charge:R:1
As 2.374 0.512 2.885 1.152
Cl 1.142 1.614 -1.319 0.667
Mg -1.133 -0.149 -0.940 0.676
F -1.208 -5.865 -3.621 0.011
O 1.157 0.321 -0.619 -0.413
O -0.929 0.057 1.214 -0.071
O 2.364 1.788 -2.032 -0.307
O -0.007 1.550 -2.214 -0.362
O 0.947 2.663 -0.363 -0.322
N -1.183 1.829 2.569 0.190
N -1.170 -3.178 1.736 0.030
C -1.599 1.037 1.567 -0.521
C 4.498 -2.638 -0.244 -0.080
C -2.784 1.220 -0.640 -0.229
C 3.643 -0.059 4.278 -0.352
C -1.079 -2.076 -1.851 -0.187
C -0.038 -3.009 -1.722 -0.154
C 5.221 -3.507 0.563 -0.109
C 3.785 -2.951 2.411 -0.070
C 4.859 -3.663 1.893 -0.100
C 3.426 -1.926 0.273 -0.056
C -2.164 -2.511 -2.629 -0.153
C 3.057 -2.071 1.613 -0.302
C -0.060 -4.276 -2.301 -0.039
C -1.164 -4.627 -3.047 -0.307
C -2.225 -3.768 -3.231 -0.049
C -2.908 1.356 0.886 -0.240
C 3.728 1.093 1.597 -0.315
C 1.917 -1.278 2.166 -0.353
H 4.124 0.821 4.707 0.009
H 3.117 -0.588 5.073 0.012
H 0.755 -4.979 -2.182 0.106
H 3.495 -3.091 3.447 0.107
H -3.073 -4.082 -3.826 0.103
H -2.490 2.193 -1.052 0.020
H 3.281 1.245 0.619 -0.006
H -3.778 1.007 -1.045 0.010
H -1.368 -2.211 1.975 -0.015
H -0.300 -3.145 1.214 -0.013
H 4.764 -2.514 -1.286 0.102
H 5.408 -4.347 2.529 0.094
H 4.132 2.044 1.948 0.018
H 4.410 -0.708 3.853 0.009
H 2.868 -1.245 -0.357 0.094
H -3.015 -1.850 -2.779 0.081
H -1.662 2.695 2.734 0.101
H 1.425 -1.809 2.985 0.073
H 1.165 -1.080 1.404 0.022
H -3.597 0.590 1.263 0.114
H -3.282 2.323 1.253 0.094
H -1.864 -3.429 1.038 0.006
H 6.056 -4.064 0.156 0.092
H 0.846 -2.744 -1.145 0.073
H 4.530 0.358 1.520 0.025
H -0.246 1.704 2.928 0.035
```

DFT (the ωB97M-V functional and the def2-TZVPD basis) results for a single C8H9N2OP molecule in a non-equilibrium geometry.

* HOMO energy: -0.3004 Eh
* structure (SMILES): CC1=NOC=C2C=CN=C[C@@H]2P1
* M: 180.1 g/mol
* Kohn-Sham gap: 0.2992 Eh
* LUMO: -0.03 eV

The geometry in XYZ format:
```
21
Properties=species:S:1:pos:R:3:lowdin_charge:R:1
P -0.476 -0.948 -0.725 1.023
O -1.225 2.053 0.447 -0.026
N -2.131 1.113 0.254 0.008
N 2.892 -1.099 0.151 0.047
C 1.788 -1.231 0.748 -0.216
C -2.114 -0.063 -0.153 -0.479
C 0.042 1.986 -0.038 -0.111
C -3.370 -0.878 -0.220 -0.067
C 2.283 1.133 -0.472 -0.068
C 3.166 0.140 -0.408 -0.132
C 1.010 1.086 0.112 -0.286
C 0.633 -0.270 0.697 -0.369
H -0.504 -2.297 -0.065 -0.030
H 0.432 2.844 -0.392 0.091
H -0.067 -0.300 1.502 0.100
H 2.670 2.131 -0.796 0.136
H -3.090 -1.944 -0.293 0.078
H -3.989 -0.699 0.560 0.047
H 1.801 -2.245 1.176 0.115
H 4.065 0.121 -1.008 0.105
H -3.815 -0.635 -1.077 0.034
```